Record 1
Here is 3 unconnected molecules or ions with the total composition C23H36BF2N3O10S at a distorted geometry from OMol25. Energies are from ωB97M-V with the def2-TZVPD basis set.

* HOMO level: -9.23 eV
* LUMO: 0.3 eV
* multiplicity: 1
* orbital gap: 9.56 eV
* net charge: 0

Geometry as XYZ:
```
76
C23H36BF2N3O10S, DFT ωB97M-V with the def2-TZVPD basis set
S -6.05 -1.69 0.51
F 1.90 7.62 -1.39
F -7.15 1.46 -2.72
O 4.17 -3.03 0.08
O -9.77 -0.58 -3.64
O 4.47 4.03 -1.90
O 3.17 5.87 -2.06
O 3.04 4.58 -0.26
O -8.59 -1.01 0.47
O 2.59 -3.06 1.69
O 7.41 -2.76 -0.48
O -8.53 1.07 -4.47
O -9.96 -0.04 -5.82
N -7.62 -0.37 2.34
N -8.96 0.04 2.36
N 3.98 1.56 1.05
C 8.03 -2.78 2.49
C -8.43 1.18 -3.06
C 6.96 -1.85 1.88
C 2.22 5.72 0.02
C 1.99 6.27 -1.38
C 4.44 2.51 2.06
C 3.12 -2.49 0.78
C -9.47 0.13 -4.75
C 0.84 -2.07 -1.02
C -7.46 -0.97 1.21
C -2.66 -2.10 0.73
C -4.80 -1.07 1.68
C -8.87 -0.19 -2.60
C 3.65 4.76 -1.45
C 2.86 -1.11 0.24
C -1.64 -1.99 -0.42
C -9.48 -0.36 1.27
C 2.04 -1.14 -1.06
C 5.08 -1.94 -0.25
C 4.79 0.35 1.05
C -0.21 -1.69 0.05
C 4.28 -0.61 -0.02
C -3.49 -0.82 0.93
B 6.53 -2.18 0.39
H 4.79 -0.10 2.05
H -9.07 2.00 -2.72
H 2.38 -0.50 1.01
H -0.10 -0.63 0.30
H -2.16 -2.37 1.66
H -1.94 -1.22 -1.13
H 8.82 -2.19 2.97
H -5.19 -0.16 2.14
H -9.37 -0.19 -1.64
H 7.34 -0.82 1.87
H 2.71 -1.45 -1.87
H -10.49 -0.22 0.95
H 1.12 5.86 -1.89
H -2.90 -0.08 1.49
H 5.25 -2.02 -1.33
H 2.78 6.43 0.63
H 4.35 -0.06 -0.97
H 8.51 -3.43 1.76
H -0.02 -2.28 0.95
H -3.37 -2.90 0.48
H 4.11 2.00 0.15
H -4.67 -1.84 2.44
H 1.16 -3.11 -0.89
H 0.35 -2.03 -2.00
H 4.14 2.18 3.05
H -1.62 -2.93 -0.97
H -8.02 -0.88 -2.56
H 1.31 5.42 0.53
H 4.01 3.49 1.86
H 6.06 -1.84 2.50
H 5.85 0.59 0.83
H -3.71 -0.39 -0.05
H 5.54 2.61 2.07
H 8.32 -2.69 -0.19
H 7.60 -3.39 3.28
H 1.73 -0.12 -1.27
```



Record 2
Here is C4H8O in the gas phase from OMol25. Energies are from ωB97M-V with the def2-TZVPD basis set.

* HOMO level: -10.14 eV
* LUMO: 1.0 eV
* multiplicity: 1
* orbital gap: 11.17 eV
* ΔE to the lowest compared entry with this formula, charge and spin: 110.4 kJ/mol
* net charge: 0

Geometry as XYZ:
```
13
C4H8O, DFT ωB97M-V with the def2-TZVPD basis set
O -0.04 1.30 -0.93
C -0.02 1.49 0.47
C 1.21 -0.67 -0.21
C -1.32 -0.71 -0.05
C -0.06 0.14 -0.11
H -0.92 1.98 0.87
H 2.08 -0.11 0.17
H 1.40 -0.93 -1.25
H 1.15 -1.61 0.35
H -1.03 -1.60 0.51
H -2.15 -0.25 0.49
H 0.91 1.86 0.91
H -1.68 -1.02 -1.03
```



Record 3
Here is 3 unconnected molecules or ions with the total composition C6H18O6 at a distorted geometry from OMol25. Energies are from ωB97M-V with the def2-TZVPD basis set.

* HOMO level: -10.02 eV
* LUMO: 0.3 eV
* multiplicity: 1
* orbital gap: 10.30 eV
* ΔE to the lowest compared entry with this formula, charge and spin: 185.0 kJ/mol
* net charge: 0

Geometry as XYZ:
```
30
C6H18O6, DFT ωB97M-V with the def2-TZVPD basis set
O 1.00 -1.98 1.14
O 2.24 -4.50 0.79
O -1.04 0.43 1.01
O 1.63 2.54 -2.92
O -0.46 3.05 2.27
O -0.59 2.39 -1.24
C -0.69 2.01 -2.60
C 0.95 -4.23 0.26
C 0.66 1.51 -3.11
C -1.58 2.21 2.48
C -1.22 0.72 2.39
C 0.73 -2.78 -0.04
H 1.66 2.68 -1.96
H -0.36 -2.71 -0.20
H -1.95 2.38 3.49
H -0.18 2.97 1.35
H 0.68 1.14 -4.13
H -0.29 0.58 2.94
H -0.90 1.65 -0.70
H 1.26 -2.36 -0.89
H 2.42 -3.72 1.34
H 0.91 0.67 -2.43
H 1.77 -1.42 0.97
H 0.73 -4.83 -0.64
H -0.78 -0.50 0.90
H -2.33 2.45 1.72
H -0.96 2.91 -3.17
H 0.18 -4.67 0.91
H -1.49 1.29 -2.79
H -2.02 0.13 2.85
```



Record 4
Here is a molecular structure, C18H20N3O5V from OMol25. Energies are from ωB97M-V with the def2-TZVPD basis set.

* HOMO level (alpha / beta): -11.68 / -11.70 eV
* LUMO (alpha / beta): -5.5 / -4.8 eV
* multiplicity: 2
* orbital gap (alpha / beta): 6.20 / 6.86 eV
* ΔE to the lowest compared entry with this formula, charge and spin: 47.6 kJ/mol
* net charge: +1

Geometry as XYZ:
```
47
C18H20N3O5V, DFT ωB97M-V with the def2-TZVPD basis set
V 0.34 -0.15 0.53
O -1.12 -0.93 -0.10
O 1.55 1.59 0.71
O 0.30 0.10 2.41
O -3.17 -0.82 -1.03
O -1.18 0.22 4.08
N 1.19 0.01 -1.32
N -1.14 1.46 0.71
N 1.87 -1.40 0.79
C -0.51 2.81 0.76
C -1.82 1.14 1.98
C 2.36 -0.73 -1.38
C 2.67 -1.47 -0.25
C 2.14 -2.25 1.96
C 0.88 2.74 0.15
C 2.06 0.18 -3.40
C -0.87 0.45 2.96
C -2.04 1.25 -0.44
C 2.91 -0.64 -2.67
C 0.53 -4.03 1.17
C 2.34 -6.04 1.81
C 0.20 -5.36 0.95
C 2.67 -4.71 2.02
C -2.23 -0.26 -0.58
C 1.01 0.54 -2.54
C 1.10 -6.37 1.28
C 1.77 -3.70 1.70
H 0.84 -7.40 1.11
H -3.01 1.74 -0.32
H 3.54 -2.12 -0.22
H 3.19 -2.18 2.22
H 0.15 1.15 -2.78
H -0.19 -3.26 0.91
H 3.64 -4.45 2.44
H -1.13 3.55 0.26
H -2.65 0.45 1.80
H 0.87 2.58 -0.92
H 3.04 -6.81 2.07
H 1.74 1.72 1.65
H -0.43 3.09 1.80
H -0.77 -5.61 0.54
H -1.58 1.62 -1.35
H 2.16 0.47 -4.43
H 3.81 -1.12 -3.01
H 1.46 3.64 0.37
H -2.25 2.03 2.45
H 1.57 -1.85 2.80
```